The following is a DFT calculation (the ωB97M-V functional and the def2-TZVPD basis) of a gas-phase ion, C4H12N2O (charge +2).

Each line ends with the natural charge from an NBO analysis.
Cartesian coordinates (Å):
1 N 0.569 2.959 -0.353  -0.68
2 C 0.213 1.638 0.341  -0.22
3 C 0.684 0.454 -0.537  -0.44
4 C 0.525 -1.041 -0.119  -0.15
5 N -0.176 -1.840 -1.167  -0.67
6 C -0.394 -1.296 1.171  0.40
7 O -1.572 -1.211 1.142  -0.43
8 H 1.380 3.459 0.037  0.46
9 H 0.850 2.826 -1.332  0.45
10 H -0.213 3.618 -0.301  0.47
11 H -0.859 1.632 0.485  0.26
12 H 0.879 1.610 1.203  0.25
13 H 1.725 0.544 -0.845  0.25
14 H 0.068 0.594 -1.441  0.22
15 H 1.501 -1.448 0.136  0.26
16 H 0.433 -2.206 -1.914  0.46
17 H -0.561 -2.699 -0.748  0.47
18 H -0.955 -1.363 -1.635  0.46
19 H 0.160 -1.665 2.056  0.18

Total charge ... +2
2S+1 ... 1
ΔE to the lowest compared entry with this formula, charge and spin ... 18.5 kcal per mole
Structure (SMILES) ... [NH3+]CC[C@H]([NH3+])C=O

***

The following is a DFT calculation (the ωB97M-V functional and the def2-TZVPD basis) of a single C14H27N3S molecule.

Each line ends with the natural charge from an NBO analysis.
Cartesian coordinates (Å):
1 N 4.612 1.348 4.338  -0.83
2 C 3.714 0.527 3.541  -0.21
3 C 3.701 1.044 2.103  -0.40
4 C 3.016 0.096 1.119  -0.40
5 C 1.514 -0.030 1.363  -0.40
6 C 0.823 -0.900 0.302  -0.03
7 C 1.069 -2.403 0.529  -0.22
8 N -0.140 -2.808 1.210  -0.61
9 C -1.144 -1.914 0.991  0.29
10 S -2.715 -2.147 1.408  -0.26
11 N -0.623 -0.812 0.415  -0.44
12 C -1.396 0.353 0.076  -0.20
13 C -2.240 0.149 -1.191  -0.24
14 C -3.095 1.388 -1.452  -0.40
15 C -3.956 1.197 -2.697  -0.39
16 C -3.081 0.900 -3.911  -0.40
17 C -2.227 -0.338 -3.655  -0.39
18 C -1.367 -0.148 -2.409  -0.40
19 H 4.647 1.011 5.294  0.36
20 H 4.281 2.307 4.362  0.35
21 H 4.106 -0.494 3.557  0.18
22 H 2.686 0.503 3.940  0.16
23 H 4.738 1.189 1.798  0.22
24 H 3.208 2.019 2.075  0.19
25 H 3.175 0.473 0.105  0.20
26 H 3.489 -0.885 1.182  0.19
27 H 1.068 0.966 1.344  0.20
28 H 1.318 -0.464 2.344  0.21
29 H 1.142 -0.578 -0.695  0.20
30 H 1.944 -2.588 1.155  0.20
31 H 1.197 -2.940 -0.421  0.19
32 H -0.358 -3.775 1.377  0.42
33 H -0.710 1.191 -0.066  0.20
34 H -2.067 0.580 0.911  0.23
35 H -2.902 -0.704 -1.015  0.23
36 H -3.733 1.582 -0.588  0.21
37 H -2.443 2.255 -1.591  0.19
38 H -4.644 0.365 -2.534  0.20
39 H -4.551 2.095 -2.877  0.21
40 H -3.706 0.745 -4.793  0.21
41 H -2.430 1.755 -4.108  0.19
42 H -2.879 -1.202 -3.512  0.20
43 H -1.589 -0.537 -4.519  0.20
44 H -0.780 -1.052 -2.233  0.20
45 H -0.673 0.683 -2.570  0.19

2S+1 ... 1
ΔE to the lowest compared entry with this formula, charge and spin ... 0.0 kcal per mole
Structure (SMILES) ... NCCCC[C@H]1CNC(=S)N1CC1CCCCC1

***

The following is a DFT calculation (the ωB97M-V functional and the def2-TZVPD basis) of a single C4H6S molecule.

Each line ends with the natural charge from an NBO analysis.
Cartesian coordinates (Å):
1 C 0.177 -1.928 -0.488  -0.68
2 C -0.600 -0.718 -0.248  0.04
3 C -0.970 0.537 -0.270  -0.07
4 C -0.546 1.832 -0.768  -0.68
5 S -2.262 -0.292 0.796  -0.07
6 H -0.110 -2.705 0.177  0.25
7 H 1.241 -1.755 -0.314  0.24
8 H 0.012 -2.301 -1.511  0.24
9 H 0.398 1.887 -0.174  0.25
10 H -1.225 2.690 -0.471  0.24
11 H -0.378 2.009 -1.864  0.25

2S+1 ... 1
ΔE to the lowest compared entry with this formula, charge and spin ... 47.3 kcal per mole
Structure (SMILES) ... CC1=C(C)S1

***

The following is a DFT calculation (the ωB97M-V functional and the def2-TZVPD basis) of a single C5H6ClN molecule.

Each line ends with the natural charge from an NBO analysis.
Cartesian coordinates (Å):
1 C -0.915 1.480 -0.800  -0.37
2 C -1.158 0.507 0.077  -0.22
3 C -0.045 -0.345 0.627  -0.10
4 C 0.704 -1.174 -0.469  -0.63
5 Cl -0.630 -1.582 1.942  -0.05
6 C 1.003 0.400 1.290  0.25
7 N 1.913 0.900 1.771  -0.28
8 H -1.655 2.099 -1.362  0.22
9 H 0.015 1.980 -1.122  0.22
10 H -2.148 0.097 0.439  0.25
11 H 0.098 -1.684 -1.241  0.23
12 H 1.320 -2.007 -0.017  0.24
13 H 1.498 -0.671 -1.135  0.24

2S+1 ... 1
ΔE to the lowest compared entry with this formula, charge and spin ... 40.4 kcal per mole
Structure (SMILES) ... C=C[C@](C)(Cl)C#N

***

The following is a DFT calculation (the ωB97M-V functional and the def2-TZVPD basis) of a molecular structure, C24H48BrINNbO7.

Each line ends with the Löwdin charge.
Cartesian coordinates (Å):
1 C 7.247 -1.914 0.077  0.01
2 C 7.473 -0.594 -0.069  -0.07
3 C 7.132 0.159 -1.316  -0.49
4 O 7.932 0.378 -2.203  0.13
5 O 5.855 0.606 -1.400  -0.01
6 C 4.881 -0.432 -1.645  -0.17
7 C 3.484 0.101 -1.379  -0.16
8 C 2.717 0.507 -2.648  -0.19
9 C 1.778 1.680 -2.323  -0.23
10 C 0.593 1.802 -3.262  -0.30
11 C -0.429 0.633 -3.220  -0.34
12 Nb -1.757 0.472 -1.399  1.48
13 Br -3.835 1.583 -2.641  -0.05
14 C -2.617 -1.547 -1.954  -0.34
15 C -2.997 -2.404 -0.723  -0.30
16 C -4.485 -2.257 -0.354  -0.11
17 C -4.615 -1.646 1.023  -0.51
18 O -4.009 -2.073 1.991  0.08
19 O -5.477 -0.579 1.164  0.04
20 C -0.090 -0.520 -0.247  -0.35
21 O 0.645 -1.365 -1.141  -0.28
22 C 0.689 -2.719 -0.765  -0.20
23 C 0.945 -3.508 -2.037  -0.20
24 O 0.583 -4.861 -1.866  -0.14
25 C 0.107 -5.461 -3.046  -0.28
26 C -1.414 -5.382 -3.102  -0.07
27 C -1.312 2.546 -0.551  -0.45
28 C -2.039 3.009 0.721  -0.86
29 C -3.541 3.121 0.600  -0.22
30 I -1.433 1.780 2.402  0.79
31 H 6.778 -2.275 0.985  0.06
32 H 7.495 -2.648 -0.679  0.07
33 H 7.912 -0.038 0.752  0.11
34 H 5.085 -1.224 -0.924  0.10
35 H 5.010 -0.875 -2.631  0.14
36 H 2.922 -0.607 -0.779  0.10
37 H 3.605 1.012 -0.797  0.12
38 H 2.172 -0.335 -3.062  0.09
39 H 3.479 0.818 -3.363  0.11
40 H 1.495 1.588 -1.277  0.07
41 H 2.382 2.585 -2.415  0.11
42 H 0.059 2.742 -3.128  0.08
43 H 0.988 1.851 -4.282  0.10
44 H -1.117 0.800 -4.054  0.02
45 H 0.107 -0.286 -3.462  0.02
46 H -2.767 0.242 0.143  -0.07
47 H -3.542 -1.371 -2.496  0.00
48 H -1.911 -2.051 -2.614  0.03
49 H -2.427 -2.135 0.158  0.05
50 H -2.786 -3.457 -0.918  0.09
51 H -4.931 -3.244 -0.269  0.12
52 H -5.024 -1.629 -1.054  0.11
53 H -5.000 0.235 0.975  0.07
54 H 0.558 0.190 0.272  0.02
55 H -0.542 -1.130 0.538  0.04
56 H -0.241 -3.081 -0.332  0.12
57 H 1.543 -2.875 -0.095  0.13
58 H 1.967 -3.381 -2.403  0.13
59 H 0.290 -3.070 -2.796  0.11
60 H 0.534 -5.000 -3.939  0.12
61 H 0.371 -6.516 -3.065  0.11
62 H -1.756 -4.349 -3.086  0.05
63 H -1.795 -5.873 -2.212  0.08
64 H -1.807 -5.842 -4.005  0.07
65 H -0.250 2.713 -0.362  0.03
66 H -1.624 3.260 -1.320  0.03
67 H -1.659 4.000 0.962  0.05
68 H -3.942 3.547 1.518  0.06
69 H -3.747 3.826 -0.203  0.07
70 H -3.999 2.166 0.378  0.00
71 C -1.166 5.627 7.185  0.04
72 C -1.679 4.602 6.235  -0.41
73 O -2.066 4.743 5.131  0.19
74 N -1.803 3.166 6.721  0.09
75 C -0.575 2.363 6.367  0.02
76 H -0.834 6.490 6.617  0.11
77 H -1.967 5.920 7.866  0.11
78 H -0.326 5.239 7.765  0.10
79 H -1.985 3.128 7.724  0.18
80 H -2.590 2.791 6.180  0.18
81 H -0.724 1.349 6.724  0.11
82 H 0.287 2.810 6.855  0.10
83 H -0.469 2.374 5.283  0.03

2S+1 ... 1

***

The following is a DFT calculation (the ωB97M-V functional and the def2-TZVPD basis) of 3 unconnected molecules or ions with the total composition CH6O4.

Each line ends with the natural charge from an NBO analysis.
Cartesian coordinates (Å):
1 O 0.468 2.731 -1.355  -0.57
2 C -0.138 1.827 -0.862  0.63
3 O 0.155 0.489 -0.819  -0.67
4 H -0.822 2.187 -0.063  0.12
5 H 0.932 0.402 -1.402  0.49
6 O -3.045 -5.410 0.154  -0.94
7 H -3.793 -6.008 0.087  0.47
8 H -2.280 -5.980 0.267  0.47
9 O 2.533 1.588 2.273  -0.94
10 H 2.812 1.554 1.353  0.47
11 H 3.289 1.434 2.842  0.47

2S+1 ... 1
ΔE to the lowest compared entry with this formula, charge and spin ... 25.6 kcal per mole
Structure (SMILES) ... O=CO.O.O

***

The following is a DFT calculation (the ωB97M-V functional and the def2-TZVPD basis) of a single C5H8N2 molecule.

Each line ends with the natural charge from an NBO analysis.
Cartesian coordinates (Å):
1 C 1.984 1.061 0.838  -0.62
2 C 0.691 0.380 0.490  -0.09
3 C -0.027 -0.478 1.289  -0.09
4 N -1.089 -0.950 0.560  -0.50
5 C -1.064 -0.416 -0.699  0.27
6 N -2.065 -0.807 -1.621  -0.84
7 C 0.025 0.423 -0.770  -0.33
8 H 2.318 1.709 0.021  0.21
9 H 1.896 1.678 1.739  0.21
10 H 2.778 0.326 1.016  0.21
11 H 0.141 -0.795 2.310  0.21
12 H -1.816 -1.568 0.880  0.42
13 H -2.358 -0.021 -2.191  0.37
14 H -1.719 -1.525 -2.250  0.37
15 H 0.326 1.004 -1.634  0.21

2S+1 ... 1
ΔE to the lowest compared entry with this formula, charge and spin ... 2.8 kcal per mole
Structure (SMILES) ... Cc1c[nH]c(N)c1

***

The following is a DFT calculation (the ωB97M-V functional and the def2-TZVPD basis) of a single C5H11NO2 molecule.

Each line ends with the natural charge from an NBO analysis.
Cartesian coordinates (Å):
1 C 0.406 -0.628 -2.206  -0.53
2 C -0.531 -0.535 -1.253  0.33
3 O -1.821 -0.969 -1.561  -0.70
4 C -0.415 -0.034 0.199  -0.13
5 C -1.406 1.135 0.379  -0.60
6 N 0.849 0.453 0.816  -0.16
7 C 1.090 -0.224 2.095  -0.43
8 O 2.014 0.107 0.034  -0.60
9 H 1.435 -0.333 -2.061  0.23
10 H 0.184 -1.031 -3.188  0.19
11 H -1.858 -1.199 -2.505  0.48
12 H -0.799 -0.867 0.806  0.20
13 H -1.174 1.961 -0.304  0.21
14 H -2.437 0.819 0.185  0.22
15 H -1.387 1.529 1.402  0.21
16 H 1.227 -1.304 1.965  0.18
17 H 1.994 0.177 2.568  0.21
18 H 0.263 -0.057 2.793  0.20
19 H 2.367 0.997 -0.161  0.47

2S+1 ... 1
ΔE to the lowest compared entry with this formula, charge and spin ... 83.4 kcal per mole
Structure (SMILES) ... C=C(O)[C@H](C)N(C)O

***

| no. | E_LUMO (eV) | maximum force (eV Å⁻¹) |
| --- | --- | --- |
| 1 | -7.3 | 2.492 |
| 2 | 0.7 | 0.789 |
| 3 | 0.8 | 3.877 |
| 4 | 0.5 | 2.629 |
| 5 | -1.9 | 2.938 |
| 6 | 0.6 | 3.084 |
| 7 | 1.1 | 0.242 |
| 8 | 0.9 | 1.293 |